The following is a quantum chemistry calculation of a 2-piece molecular cluster, C2HClO overall in a non-equilibrium geometry, from the OMol25 dataset.

Each atom is followed by the atoms it is bonded to, with distances in Å.
Cartesian coordinates (Å):
1 C 3.17590 0.31999 -0.75674  O2 1.155
2 O 3.46741 0.10450 0.33948  C1 1.155
3 H -0.44031 -1.92077 -1.33026  C4 1.073
4 C -0.13483 -1.03320 -0.81015  H3 1.073, Cl5 1.651
5 Cl 0.87409 -1.53112 0.39825  C4 1.651

Properties
frontier orbital gap = 8.274 eV
HOMO = -9.2 eV
total energy = -612.0920 a.u.

Quick look at the Löwdin charges, all values in e: number 1, C, carries -0.004; number 2, O, carries -0.047; number 3, H, carries -0.092; number 4, C, carries -0.430; number 5, Cl, carries 0.572